A 5-piece molecular cluster, C3H16NO4 overall in a non-equilibrium geometry, computed with wB97M-V/def2-TZVPD.

## Properties
- Charge: +1
- M: 130.164 g mol⁻¹
- Multiplicity: 1
- Energy above the lowest of the compared OMol25 structures with the same formula, charge and spin: 40.8 kJ/mol
- Frontier orbital gap: 10.71 eV

Element x y z (Å)
O -2.99256 1.16224 0.03298
H -3.12416 2.10163 0.21128
H -1.09440 0.81529 -0.04841
H 2.06190 2.46944 0.23329
H -0.14004 -3.79728 -0.46762
H 0.20944 0.63353 1.01347
H 0.91179 -1.26879 -0.71257
H -2.09125 -1.40890 -0.13149
H 3.03558 1.52119 1.07252
C -1.03400 -3.23436 -0.71942
O 1.82046 0.97917 -2.20431
H 0.44835 0.89204 -0.59597
O 0.50453 0.48469 2.89896
C -1.10589 -1.79988 -0.33622
O 2.54843 1.64639 0.25607
H 1.99004 0.71924 -3.11724
C -0.06923 -0.98464 -0.36038
H 0.58282 1.20608 3.54039
H -1.87172 -3.82527 -0.35138
H -1.18708 -3.30605 -1.80245
H -0.06793 -0.13563 3.37045
H -3.82021 0.80455 -0.30231
N -0.16539 0.40795 0.08094
H 2.69013 1.05679 -1.79529